Record 1
Entry from the OMol25 dataset: an isolated molecule of C3H7N (the ωB97M-V functional and the def2-TZVPD basis).

Values from the calculation:
DFT total energy in eV: -4713.678
Kohn-Sham gap in eV: 10.4908
E_LUMO in eV: 1.218
Relative energy (zero: lowest compared OMol25 entry of this formula, charge and spin) in kcal/mol: 11.1
SMILES: C=CCN
HOMO level in eV: -9.273
Max |F| in eV Å⁻¹: 1.21
2S+1: 1

Last column: natural (NBO) charge in e.
CARTESIAN COORDINATES (ANGSTROEM)
C  -0.93605  -0.20924  1.57143  -0.3961
C  -0.45306  -0.54979  0.39286  -0.1819
C  0.69474  0.09472  -0.29660  -0.2592
N  0.48074  0.21921  -1.73050  -0.8332
H  -1.75087  -0.69895  2.09272  0.1992
H  -0.52560  0.60337  2.16642  0.1816
H  -1.00808  -1.31099  -0.15583  0.2018
H  0.85437  1.04495  0.23723  0.1671
H  1.58307  -0.52723  -0.15973  0.2006
H  1.33530  0.47141  -2.18634  0.3620
H  -0.27455  0.86252  -1.93166  0.3583

***

Record 2
Entry from the OMol25 dataset: a 2-piece molecular cluster, C2H4N2O4 overall (the ωB97M-V functional and the def2-TZVPD basis).

Values from the calculation:
DFT total energy in eV: -13305.709
Kohn-Sham gap in eV: 9.4862
E_LUMO in eV: 0.701
Relative energy (zero: lowest compared OMol25 entry of this formula, charge and spin) in kcal/mol: 61.1
SMILES: [O-]/[N+](O)=C\O.N=C=O
HOMO level in eV: -8.786
Max |F| in eV Å⁻¹: 1.31
2S+1: 1

Last column: natural (NBO) charge in e.
CARTESIAN COORDINATES (ANGSTROEM)
O  0.26833  0.31406  -0.54452  -0.6008
N  1.25874  0.35964  0.22088  0.2874
O  2.38779  1.04836  -0.24425  -0.5517
C  1.35983  -0.16178  1.39597  0.2959
O  0.34439  -0.82251  1.94723  -0.6522
H  2.14604  1.39599  -1.12031  0.4950
H  2.26293  -0.05418  1.96566  0.1977
H  -0.42540  -0.81446  1.34316  0.5255
N  -2.68403  -0.18385  -1.89137  -0.7652
C  -2.40516  -0.49308  -0.77707  0.8927
O  -2.32892  -0.88194  0.30993  -0.5524
H  -2.18454  0.29374  -2.60530  0.4282

***

Record 3
Entry from the OMol25 dataset: C22H56Br2IN3O19P2S5 as an isolated structure (the ωB97M-V functional and the def2-TZVPD basis).

Values from the calculation:
DFT total energy in eV: -288023.718
Kohn-Sham gap in eV: 7.1980
E_LUMO in eV: -1.112
HOMO level in eV: -8.310
Max |F| in eV Å⁻¹: 5.25
2S+1: 1

Last column: Löwdin charge in e.
CARTESIAN COORDINATES (ANGSTROEM)
C  0.20559  1.89326  6.90355  -0.1492
O  0.40805  0.95256  5.79165  -0.2271
C  -0.80949  0.89187  4.91610  -0.4851
C  -0.75586  2.17441  3.94139  -0.1602
O  -2.01871  2.98315  3.97623  -0.2946
N  -1.75734  4.25734  4.31690  -0.0299
O  -1.59446  4.87892  3.26524  0.0479
P  -2.44922  1.06037  5.96070  0.7755
N  -2.59717  -0.12427  7.07095  -0.3107
C  -0.84185  -0.59826  4.27347  -0.4902
N  0.46379  -1.17446  3.78806  -0.1059
C  1.28070  -0.31223  2.89259  -0.6556
Br  0.66829  -0.30995  0.94510  0.6032
C  2.78090  -1.05876  2.80995  -0.6412
C  2.68059  -2.62785  2.32758  -0.1852
Br  3.73694  -0.08882  1.29105  0.5982
P  -2.36210  -1.01050  3.15508  0.5147
O  -1.78323  -2.39933  2.20855  -0.4569
I  -2.96515  0.66747  1.52510  0.4991
H  -0.31854  2.90825  6.59707  0.0882
H  -0.29585  1.39434  7.86416  0.1079
H  1.29703  2.20829  7.26997  0.1175
H  -0.46884  1.88802  2.82838  0.0861
H  0.10048  2.91878  4.31188  0.1530
H  -3.52055  1.04508  4.95998  -0.0001
H  -2.51733  2.39218  6.56600  0.0298
H  -2.64409  0.39477  7.99542  -0.0243
H  -1.08122  -1.28945  5.23042  0.1339
H  1.04245  -1.31547  4.66683  0.1379
H  1.53419  0.76822  3.28521  0.1153
H  3.39811  -0.92783  3.80101  0.1122
H  2.56676  -2.66726  1.14875  0.0583
H  1.78240  -3.22638  2.78045  0.0823
H  3.66783  -3.21365  2.57892  0.0939
H  -1.42110  -3.02201  2.92856  0.0640
O  1.01367  2.48027  -2.19645  -0.2885
S  -0.40978  2.49525  -1.93054  0.5927
O  -1.14595  1.28945  -1.61832  -0.3504
O  -1.16779  3.27230  -3.14519  -0.2633
C  -0.94746  2.83308  -4.47759  -0.2901
C  -1.74354  1.57945  -4.78677  -0.0692
C  -0.73522  3.69492  -0.66259  -0.1210
H  0.12075  2.68132  -4.66662  0.0937
H  -1.28060  3.63952  -5.13935  0.1197
H  -1.37129  0.72584  -4.21220  0.0714
H  -1.67306  1.32834  -5.84891  0.0802
H  -2.79719  1.71310  -4.52112  0.0845
H  -0.22767  4.62670  -0.91840  0.0760
H  -0.34799  3.30346  0.28041  0.0624
H  -1.81352  3.84619  -0.58789  0.0744
O  5.79421  -1.90168  -0.63934  -0.3225
S  5.32131  -1.95480  -2.00707  0.6097
O  4.85556  -3.18384  -2.61196  -0.2955
O  6.44045  -1.28248  -2.98138  -0.2644
C  7.77213  -1.77306  -2.92962  -0.2789
C  7.90967  -3.08360  -3.68094  -0.0786
C  4.06815  -0.71504  -2.22027  -0.1391
H  8.11100  -1.87281  -1.89277  0.1166
H  8.40900  -1.02022  -3.40594  0.1235
H  7.36286  -3.88551  -3.17568  0.0695
H  8.95963  -3.38191  -3.74979  0.0798
H  7.49651  -2.99733  -4.69113  0.0853
H  4.43335  0.23050  -1.81550  0.0674
H  3.17798  -1.03725  -1.67602  0.0581
H  3.84075  -0.62195  -3.28367  0.0778
O  1.97116  -7.89740  0.20655  -0.2897
S  2.10933  -6.53660  -0.26916  0.6268
O  1.91150  -5.39553  0.59813  -0.2955
O  1.19395  -6.34586  -1.60312  -0.2641
C  -0.18512  -6.67820  -1.53647  -0.2797
C  -0.98336  -5.59424  -0.83736  -0.0760
C  3.69061  -6.37222  -1.05996  -0.1140
H  -0.32905  -7.65076  -1.05349  0.1158
H  -0.54105  -6.77450  -2.56763  0.1227
H  -0.72225  -5.53634  0.22369  0.0694
H  -2.05594  -5.79507  -0.91087  0.0809
H  -0.77338  -4.61331  -1.27588  0.0873
H  3.82500  -7.20051  -1.75791  0.0759
H  4.46044  -6.40499  -0.28618  0.0799
H  3.72709  -5.41378  -1.58078  0.0563
O  -6.03707  0.73791  5.48005  -0.3080
S  -7.11369  1.68184  5.69695  0.6167
O  -7.75756  1.83067  6.98406  -0.2841
O  -8.25887  1.44976  4.56186  -0.2660
C  -8.80531  0.14887  4.40116  -0.2774
C  -9.81996  -0.16385  5.48449  -0.0773
C  -6.57955  3.28402  5.14872  -0.1212
H  -8.01235  -0.60619  4.37050  0.1181
H  -9.30596  0.13036  3.42738  0.1239
H  -9.33670  -0.25041  6.46241  0.0723
H  -10.33086  -1.10799  5.27537  0.0809
H  -10.56455  0.63506  5.56151  0.0853
H  -6.14156  3.18960  4.15348  0.0737
H  -5.83138  3.65064  5.85461  0.0737
H  -7.43874  3.95692  5.13426  0.0750
O  3.32511  4.57875  -7.03988  -0.2791
S  1.94689  4.34388  -7.41739  0.6349
O  1.07984  3.47057  -6.65653  -0.2908
O  1.89472  3.89922  -8.98370  -0.2652
C  2.68739  2.79942  -9.40661  -0.2777
C  2.05604  1.47742  -9.01337  -0.0765
C  1.13716  5.91292  -7.60523  -0.1195
H  3.70834  2.88241  -9.01852  0.1175
H  2.75217  2.85306  -10.49848  0.1241
H  2.06379  1.34592  -7.92709  0.0712
H  2.60116  0.64047  -9.45891  0.0816
H  1.01092  1.43477  -9.33666  0.0855
H  1.75995  6.56058  -8.22485  0.0756
H  1.01294  6.35011  -6.61232  0.0780
H  0.16089  5.75356  -8.06643  0.0753